1.
2 unconnected molecules or ions with the total composition C4H8O, computed with ωB97M-V/def2-TZVPD.

Its structure (SMILES) is C=CC.C=O. Its charge is 0. The orbital gap is 10.390 eV.

Positions of all 13 atoms, in Å:
C (1.4533, 1.0999, -0.1870)
C (1.8493, -0.1520, -0.3369)
C (0.8658, -1.3073, -0.4767)
H (2.1223, 1.9554, -0.1207)
H (0.4389, 1.3392, 0.1153)
H (2.8882, -0.4630, -0.3225)
H (1.4279, -2.2354, -0.5166)
H (0.2615, -1.1354, -1.3618)
H (0.1988, -1.3258, 0.3894)
C (-2.9188, 0.5958, 0.6708)
O (-3.3619, -0.0010, -0.2601)
H (-1.9131, 1.0724, 0.6954)
H (-3.3122, 0.5572, 1.7114)



2.
2 unconnected molecules or ions with the total composition C3H5F, computed with ωB97M-V/def2-TZVPD.

Its charge is 0. The orbital gap is 9.803 eV.

Positions of all 9 atoms, in Å:
C (0.2429, 1.3482, 0.9182)
C (-0.1262, 0.8277, -0.2382)
C (-0.0971, -1.5213, -0.5028)
F (-0.2375, 1.3864, -1.4788)
H (0.1114, 2.3906, 0.9361)
H (0.0581, 0.6190, 1.7344)
H (0.9152, -1.4930, -0.2432)
H (-0.7031, -1.7735, 0.3564)
H (-0.1637, -1.7842, -1.4822)



3.
A molecular structure, C39H60N3O6PSiTi, computed with ωB97M-V/def2-TZVPD.

Its charge is -1. The spin multiplicity is 2. The orbital gap (alpha / beta) is 5.605 / 5.927 eV. As for the expectation value of S²: 0.7535.

Positions of all 111 atoms, in Å:
Ti (-0.1448, 0.3658, -0.7207)
C (1.1659, 1.9619, -0.0574)
Si (1.9756, 1.5518, 1.5683)
C (2.3602, -0.3394, 1.6956)
N (1.2867, -1.2006, 1.1976)
C (1.8055, -2.3869, 0.5266)
C (2.5950, -3.3393, 1.4490)
C (1.9251, -3.4565, 2.8231)
C (0.4624, -3.0519, 2.7089)
C (0.3327, -1.5943, 2.2409)
C (3.7250, 2.3497, 1.7359)
C (4.7102, 2.0657, 0.7911)
C (5.9571, 2.6628, 0.8433)
C (6.2564, 3.5688, 1.8471)
C (5.2929, 3.8683, 2.7945)
C (4.0486, 3.2659, 2.7332)
C (1.0710, 2.3108, 3.0809)
C (1.1213, 1.7638, 4.3593)
C (0.5250, 2.3876, 5.4418)
C (-0.1299, 3.5950, 5.2706)
C (-0.1941, 4.1596, 4.0078)
C (0.3955, 3.5198, 2.9328)
H (1.9586, 2.1103, -0.7937)
H (0.5645, 2.8757, -0.0282)
H (2.6817, -0.6387, 2.7045)
H (3.2198, -0.4874, 1.0413)
H (2.4507, -2.0665, -0.2932)
H (0.9457, -2.9073, 0.0954)
H (3.6221, -2.9862, 1.5642)
H (2.6374, -4.3183, 0.9670)
H (2.4213, -2.8026, 3.5450)
H (2.0023, -4.4781, 3.2034)
H (-0.0422, -3.1557, 3.6733)
H (-0.0413, -3.7025, 1.9924)
H (0.4681, -0.9301, 3.1006)
H (-0.6793, -1.4582, 1.8473)
H (4.4911, 1.3665, -0.0026)
H (6.7046, 2.4267, 0.0980)
H (7.2310, 4.0375, 1.8900)
H (5.5143, 4.5761, 3.5829)
H (3.3055, 3.5152, 3.4771)
H (1.6491, 0.8328, 4.5146)
H (0.5748, 1.9382, 6.4254)
H (-0.5770, 4.0989, 6.1164)
H (-0.7002, 5.1055, 3.8681)
H (0.3434, 3.9754, 1.9561)
N (-0.0056, 1.5058, -2.6181)
C (1.2079, 1.9162, -3.3230)
C (2.4011, 0.9509, -3.1871)
C (2.3754, -0.0743, -2.0151)
O (3.4615, -0.5129, -1.6492)
O (1.2468, -0.4460, -1.5733)
H (-0.6310, 2.3325, -2.6044)
H (-0.4606, 0.7361, -3.1102)
H (1.4932, 2.8952, -2.9227)
H (0.9884, 2.0517, -4.3969)
H (3.3295, 1.5142, -3.0724)
H (2.5233, 0.3484, -4.0932)
C (-4.9117, 1.9973, 0.0979)
O (-3.7049, 1.2808, -0.0281)
P (-2.6080, 1.5305, -1.2413)
O (-1.0715, 0.5840, 0.7099)
C (-1.6634, 0.8390, 1.9205)
O (-3.6616, 1.6585, -2.5420)
C (-4.2493, 0.4489, -2.9833)
H (-5.7330, 1.2747, 0.1319)
H (-5.0752, 2.6790, -0.7395)
H (-4.8949, 2.5635, 1.0333)
H (-2.0659, 1.8636, 1.9648)
H (-0.9550, 0.7400, 2.7553)
H (-2.5078, 0.1563, 2.1005)
H (-5.1655, 0.2490, -2.4163)
H (-3.5488, -0.3783, -2.8388)
H (-4.4940, 0.5660, -4.0415)
C (-3.5127, -2.6592, 1.6383)
C (-2.5115, -2.8985, 0.5357)
C (-1.9055, -4.1539, 0.4387)
C (-0.9931, -4.3878, -0.5795)
C (-0.2905, -5.7168, -0.6784)
C (-0.7377, -3.4115, -1.5246)
C (-1.3803, -2.1401, -1.5173)
C (-2.2373, -1.9227, -0.3961)
N (-1.3571, -1.1937, -2.4881)
C (-1.1025, -1.5927, -3.8732)
C (-1.6440, -0.4725, -4.8135)
C (0.3889, -1.8141, -4.2231)
C (-1.8744, -2.8787, -4.2597)
H (-4.1845, -3.5146, 1.7265)
H (-4.1075, -1.7691, 1.4416)
H (-3.0155, -2.5271, 2.6021)
H (-2.1620, -4.9377, 1.1404)
H (-0.5023, -6.3330, 0.1934)
H (0.7882, -5.5849, -0.7540)
H (-0.6209, -6.2519, -1.5694)
H (-0.0007, -3.6454, -2.2788)
H (-2.7664, -0.9786, -0.3438)
H (-1.8553, 0.4456, -4.2721)
H (-2.5761, -0.7830, -5.2813)
H (-0.9377, -0.2500, -5.6131)
H (0.9107, -2.3188, -3.4175)
H (0.8922, -0.8672, -4.3884)
H (0.4796, -2.4123, -5.1295)
H (-2.9212, -2.7894, -3.9727)
H (-1.4622, -3.7531, -3.7690)
H (-1.8149, -3.0330, -5.3369)
C (-2.4829, 4.1545, 0.0251)
C (-2.2837, 3.3336, -1.2312)
O (-1.5479, 3.7600, -2.1696)
H (-3.5223, 4.4732, 0.1321)
H (-1.8490, 5.0398, -0.0220)
H (-2.2084, 3.5581, 0.8959)



4.
2 unconnected molecules or ions with the total composition COPS2, computed with ωB97M-V/def2-TZVPD.

Its charge is -1. The orbital gap (alpha / beta) is 4.450 / 4.445 eV.

Positions of all 5 atoms, in Å:
C (2.0396, -0.3741, -0.1413)
O (2.7485, -0.6965, 0.7242)
P (-2.7565, 0.7038, 1.3804)
S (1.1847, -0.0714, -1.3948)
S (-3.2162, 0.4381, -0.5685)



5.
2 unconnected molecules or ions with the total composition C4H13NO, computed with ωB97M-V/def2-TZVPD.

Its charge is +1. The spin multiplicity is 2. The orbital gap (alpha / beta) is 9.865 / 4.428 eV. As for the expectation value of S²: 0.7544.

Positions of all 19 atoms, in Å:
C (-0.7882, -1.7789, -2.1664)
C (-0.7058, -0.4513, -1.4060)
N (-1.3267, 0.6163, -2.1421)
H (-0.3486, -1.6543, -3.1534)
H (-0.2598, -2.5548, -1.6194)
H (-1.8275, -2.0943, -2.2760)
H (-1.2232, -0.5572, -0.4260)
H (0.3344, -0.1877, -1.1999)
H (-2.3253, 0.4556, -2.3291)
H (-1.2482, 1.5395, -1.6961)
C (1.0646, 1.0520, 1.6085)
O (2.0601, 0.1926, 1.0387)
C (0.6956, 0.5240, 2.9687)
H (1.4473, 2.0748, 1.6633)
H (0.1913, 1.0592, 0.9383)
H (2.4238, 0.6309, 0.2629)
H (1.5773, 0.4954, 3.6074)
H (-0.0756, 1.1408, 3.4284)
H (0.3344, -0.5027, 2.8984)



6.
C5H10O in the gas phase, computed with ωB97M-V/def2-TZVPD.

Its structure (SMILES) is CC(C)CC=O. Its charge is 0. The orbital gap is 10.721 eV.

Positions of all 16 atoms, in Å:
C (-1.1015, -0.8168, -0.8143)
C (-0.1935, 0.3517, -0.3021)
C (-1.0759, 1.2806, 0.5168)
C (1.2085, 0.1950, 0.4897)
C (1.8256, -1.1414, 0.2173)
O (1.5537, -1.7663, -0.7798)
H (-1.9649, -0.3547, -1.3265)
H (-1.5339, -1.4407, -0.0224)
H (-0.6345, -1.4764, -1.5490)
H (0.1198, 0.8460, -1.2300)
H (-0.4928, 2.1224, 0.8964)
H (-1.9266, 1.6643, -0.0581)
H (-1.4756, 0.7178, 1.3695)
H (1.8465, 0.9794, 0.0505)
H (1.3255, 0.4198, 1.5752)
H (2.5197, -1.5806, 0.9669)



Listing energy for the structures above in their given order: -6323.1596 -5904.8849 -98457.0107 -34044.3133 -7886.8153 -7393.7834 eV.
Listing max |F| for the structures above in their given order: 1.958 5.722 4.147 1.365 3.381 1.166 eV Å⁻¹.
Listing energy relative to the best compared isomer or geometry (same formula, charge and spin) for the structures above in their given order: 193.8 361.4 132.7 142.3 123.4 94.7 kJ/mol.